[1]
Entry from the Open Molecules 2025 dataset: a single C7H10 molecule (wB97M-V/def2-TZVPD).

The geometry in XYZ format:
```
17
Properties=species:S:1:pos:R:3:forces:R:3
C 1.53620 0.82403 0.72872 -0.262 0.558 -0.195
C 1.50679 -0.68416 0.30289 0.741 1.232 -0.375
C 0.57885 -0.91846 -0.87851 0.162 0.152 -0.142
C -0.49025 -0.13676 -0.09643 -0.085 -0.009 0.063
C -1.97182 -0.27439 -0.07393 -0.109 -0.287 0.067
C -1.34116 0.97400 -0.63454 0.060 0.145 0.013
C 0.42110 -0.03775 1.12194 -0.361 0.298 0.380
H 1.46251 1.56990 -0.04609 -0.369 0.330 0.043
H 2.28129 1.02322 1.50775 -0.162 -0.137 -0.459
H 2.56750 -0.72051 0.41227 0.460 -2.284 0.440
H 0.27914 -1.96058 -1.02889 0.217 0.050 0.168
H 0.93415 -0.51727 -1.82982 -0.243 0.127 -0.095
H -2.44885 -0.97004 -0.75706 0.041 0.079 0.055
H -2.44527 -0.19588 0.90194 0.029 -0.044 -0.180
H -1.37146 1.10429 -1.71525 0.055 -0.026 0.240
H -1.41005 1.89460 -0.06116 -0.022 -0.132 -0.070
H 0.14098 -0.20768 2.15159 -0.154 -0.053 0.048
```
Forces are in eV/Å.

Computed properties:
SMILES string: C1[C@@H]2CC3(CC3)[C@H]12
Energy above the lowest of the compared OMol25 structures with the same formula, charge and spin (kcal/mol): 78.15
Charge: 0
Total energy (eV): -7417.646
E_HOMO (eV): -8.95

=====

[2]
Entry from the Open Molecules 2025 dataset: a molecular structure, C12H23IrO4P2S6 (wB97M-V/def2-TZVPD).

The geometry in XYZ format:
```
48
Properties=species:S:1:pos:R:3:forces:R:3
Ir -0.48483 0.87381 0.43557 1.572 0.920 -1.787
O 0.82313 3.80373 -5.59112 -0.015 -0.003 0.018
C 0.56797 3.35683 -4.52380 -0.027 -0.023 0.007
S -0.66409 2.07394 -4.26235 0.032 0.015 -0.070
C -0.45419 1.96568 -2.54586 -0.166 -0.152 -0.353
C 0.47710 2.80546 -1.95678 0.245 0.292 -0.079
S 0.75338 2.88210 -0.30348 -0.613 -0.787 0.595
S 1.36717 3.86354 -3.00822 -0.026 0.014 -0.029
S -1.42725 0.87134 -1.69697 0.566 -0.208 1.577
C -4.24024 3.21969 1.93655 0.093 0.043 -0.010
P -2.60175 3.53794 1.28672 -0.150 -0.052 -0.148
C -2.80934 4.08390 -0.41021 0.034 -0.007 0.076
C -1.87111 4.88934 2.20406 -0.036 -0.094 -0.007
O -1.74733 2.29477 1.40838 -0.169 -0.659 0.099
H -4.87137 4.10528 1.86073 -0.010 -0.012 0.014
H -4.15726 2.91430 2.97927 -0.021 0.006 0.002
H -4.68179 2.40395 1.36382 -0.036 0.011 0.013
H -3.50430 4.92318 -0.45203 0.004 -0.001 -0.015
H -3.19986 3.25647 -1.00275 -0.020 0.026 -0.018
H -1.84451 4.39387 -0.81243 -0.012 -0.009 -0.018
H -2.50206 5.77679 2.15118 0.010 0.004 0.005
H -0.89032 5.10927 1.78220 0.001 0.024 0.011
H -1.75335 4.58557 3.24406 0.009 0.033 0.008
C 2.85048 -4.27691 2.07754 -0.112 0.038 -0.016
C 2.87887 -2.79417 2.37555 0.174 -0.121 0.022
C 3.94235 -2.04967 1.59923 -0.127 0.061 -0.007
O 1.54452 -2.20226 2.16450 0.001 -0.012 0.002
P 0.81619 -1.82259 0.84611 0.026 -0.282 -0.115
S -1.05837 -1.26917 1.33576 -0.237 0.803 -0.053
S 1.57645 -0.22673 -0.14797 -1.142 0.219 0.244
O 0.88685 -3.12071 -0.03018 0.025 -0.062 0.026
C 0.38615 -3.21552 -1.40911 -0.021 -0.060 -0.179
C -0.99767 -3.82521 -1.38918 0.031 0.002 0.127
C 1.39485 -4.05262 -2.16199 0.042 0.038 0.078
H 3.79478 -4.71682 2.39855 -0.008 -0.008 0.009
H 2.72327 -4.45843 1.01109 0.036 -0.026 0.024
H 2.03832 -4.76265 2.61688 0.020 -0.022 0.006
H 3.01911 -2.63762 3.44300 -0.013 0.042 0.016
H 3.84085 -2.23298 0.52662 0.044 0.013 -0.001
H 4.92229 -2.40684 1.91452 0.000 -0.023 -0.031
H 3.89136 -0.97789 1.78687 0.024 -0.002 -0.009
H 0.35761 -2.20468 -1.82376 -0.001 0.042 0.062
H -0.96272 -4.81696 -0.93661 -0.009 -0.008 -0.025
H -1.36636 -3.92130 -2.41041 -0.004 0.006 0.002
H -1.69198 -3.20753 -0.82143 -0.023 -0.006 -0.030
H 1.47013 -5.04133 -1.70750 0.005 -0.007 -0.027
H 2.37716 -3.58064 -2.14547 0.006 -0.016 -0.024
H 1.08169 -4.16954 -3.19914 -0.004 0.008 0.005
```
Forces are in eV/Å.

Computed properties:
Energy above the lowest of the compared OMol25 structures with the same formula, charge and spin (kcal/mol): 8.08
Charge: +1
Total energy (eV): -107435.036
Expectation value of S²: 0.76
E_HOMO (alpha / beta) (eV): -10.87 / -11.72
Multiplicity: 2

=====

[3]
Entry from the Open Molecules 2025 dataset: a single C13H8F7NO3S molecule (wB97M-V/def2-TZVPD).

The geometry in XYZ format:
```
33
Properties=species:S:1:pos:R:3:forces:R:3
O -7.29164 -1.99810 1.51132 0.128 0.008 -0.019
C -7.02958 -1.22354 0.62723 -0.245 -0.258 0.331
O -7.96027 -0.69664 -0.17521 -0.235 0.312 -0.445
C -5.65742 -0.75419 0.33297 0.116 0.231 -0.227
C -5.37813 0.14468 -0.60928 -0.320 -0.307 0.051
C -4.01252 0.60375 -0.98547 0.137 -0.024 0.309
O -3.73749 0.88303 -2.13044 -0.085 0.033 -0.150
N -3.14353 0.67346 0.06919 -0.286 -0.166 0.352
C -1.80395 1.05094 0.06944 0.549 0.136 -0.132
C -1.14800 1.11298 1.30107 -0.068 -0.016 -0.072
C 0.17952 1.47818 1.37160 -0.177 -0.006 -0.110
C 0.86482 1.76525 0.20054 0.626 0.253 0.033
S 2.59334 2.22663 0.27257 0.032 -0.431 0.145
C 3.29973 0.58369 0.67301 -0.488 0.398 -0.047
F 4.63864 0.69226 0.69394 0.219 0.209 -0.212
F 2.93132 0.17044 1.90527 -0.149 -0.075 0.060
C 2.89320 -0.53368 -0.33086 -0.130 -0.227 -0.055
F 2.81310 -0.04836 -1.58246 0.313 -0.033 -0.005
F 1.67101 -1.00583 -0.01308 0.189 -0.096 0.185
C 3.89035 -1.73071 -0.33724 0.082 -0.169 -0.116
F 4.17655 -2.12978 0.89759 -0.093 0.082 0.280
F 5.02456 -1.40275 -0.94442 0.111 0.196 -0.139
F 3.36408 -2.76467 -0.98699 -0.258 -0.025 -0.155
C 0.22589 1.71835 -1.02828 -0.002 -0.009 0.303
C -1.10661 1.36290 -1.09712 -0.217 -0.012 -0.177
H -8.83656 -1.03966 0.06041 0.256 -0.081 0.157
H -4.90328 -1.22521 0.94895 0.049 -0.014 0.011
H -6.16717 0.53415 -1.23768 -0.026 0.034 -0.018
H -3.52072 0.45243 0.98087 -0.014 0.086 -0.221
H -1.68387 0.87640 2.20889 -0.091 -0.028 0.107
H 0.68232 1.52962 2.32436 0.041 0.012 0.064
H 0.77379 1.95305 -1.92694 0.046 -0.014 -0.095
H -1.60916 1.32165 -2.04860 -0.009 0.000 0.005
```
Forces are in eV/Å.

Computed properties:
SMILES string: O=C(O)/C=C/C(=O)Nc1ccc(SC(F)(F)C(F)(F)C(F)(F)F)cc1
Energy above the lowest of the compared OMol25 structures with the same formula, charge and spin (kcal/mol): 1.07
Charge: 0
Total energy (eV): -51101.904
E_HOMO (eV): -9.08

=====

[4]
Entry from the Open Molecules 2025 dataset: 2 unconnected molecules or ions with the total composition C4H12O2 (wB97M-V/def2-TZVPD).

The geometry in XYZ format:
```
18
Properties=species:S:1:pos:R:3:forces:R:3
C -1.73301 -1.46492 0.23052 -0.023 -0.095 0.371
C -0.42417 -2.24084 0.27204 -0.676 -0.077 -1.318
O 0.16882 -2.19532 1.53126 0.428 -0.270 0.652
H -1.58949 -0.46189 0.63459 -0.039 0.070 -0.160
H -2.45900 -1.96654 0.87348 -0.010 0.061 0.005
H -2.15780 -1.41201 -0.77085 0.087 0.060 -0.082
H 0.24371 -1.92849 -0.53826 0.183 0.339 0.190
H -0.64645 -3.27608 0.00103 0.095 -0.156 0.419
H 0.75029 -1.43469 1.60133 -0.048 0.071 -0.081
C 1.62527 1.32355 -0.22264 0.758 0.211 -0.441
C 0.26776 1.80204 -0.68704 -0.084 -0.315 0.263
O 0.21511 3.20894 -0.84545 -0.156 0.011 0.090
H 1.89028 1.50522 0.82044 -0.444 -0.108 0.138
H 2.38320 1.88204 -0.78411 -0.077 -0.171 -0.112
H 1.75871 0.27016 -0.47599 0.020 -0.069 0.234
H -0.52279 1.44381 -0.02022 -0.041 0.123 0.063
H 0.05678 1.34811 -1.65438 0.008 0.229 -0.157
H 0.17278 3.59688 0.03424 0.019 0.086 -0.074
```
Forces are in eV/Å.

Computed properties:
SMILES string: CCO.CCO
Energy above the lowest of the compared OMol25 structures with the same formula, charge and spin (kcal/mol): 15.68
Charge: 0
Total energy (eV): -8436.834
E_HOMO (eV): -10.48

=====

[5]
Entry from the Open Molecules 2025 dataset: 2 unconnected molecules or ions with the total composition C2HNS (wB97M-V/def2-TZVPD).

The geometry in XYZ format:
```
5
Properties=species:S:1:pos:R:3:forces:R:3
C -1.34309 0.31779 0.02222 -0.017 -0.713 0.385
C 1.65201 -1.22784 -0.07366 -0.267 -0.807 0.028
N -0.99449 1.36557 -0.19615 0.440 2.471 -0.725
S 2.15303 0.19116 -0.10361 0.404 0.773 -0.027
H -1.46746 -0.64667 0.35119 -0.559 -1.724 0.339
```
Forces are in eV/Å.

Computed properties:
Energy above the lowest of the compared OMol25 structures with the same formula, charge and spin (kcal/mol): 36.31
Charge: 0
Total energy (eV): -14412.310
E_HOMO (eV): -11.26

=====

[6]
Entry from the Open Molecules 2025 dataset: a molecular structure, C4H2N2O4 (wB97M-V/def2-TZVPD).

The geometry in XYZ format:
```
12
Properties=species:S:1:pos:R:3:forces:R:3
C -0.05820 1.65206 0.12973 -0.604 -0.999 2.442
C 0.37865 1.33868 -1.05439 0.219 -0.234 -0.709
C -0.27010 0.13747 0.53206 2.963 -0.093 -4.224
C 0.27902 -0.19008 -0.70003 -1.740 0.455 2.690
N -0.54926 -0.51770 1.75699 -1.797 0.949 -0.751
N 0.39084 -1.50287 -1.25583 -0.679 0.966 -1.602
O 0.22931 -0.43667 2.63334 2.701 -0.005 1.709
O -1.67829 -0.88660 1.87639 -1.794 -1.125 -0.243
O 0.61768 -1.57896 -2.47805 0.033 -0.293 1.914
O 0.08004 -2.38127 -0.47892 0.539 -0.593 -0.449
H -0.11396 2.38926 0.88966 -0.145 1.229 -0.273
H 0.69426 1.97669 -1.85094 0.305 -0.257 -0.504
```
Forces are in eV/Å.

Computed properties:
Energy above the lowest of the compared OMol25 structures with the same formula, charge and spin (kcal/mol): 133.73
Charge: 0
Total energy (eV): -15339.802
E_HOMO (alpha / beta) (eV): -9.65 / -9.65

=====

Which largest force on an atom belongs to each record? In order, 2.37 2.55 0.68 1.48 2.61 5.16 eV Å⁻¹.